(1)
DFT (the ωB97M-V functional and the def2-TZVPD basis) results for 2 unconnected molecules or ions with the total composition C2H7BO3.

```
13
Properties=species:S:1:pos:R:3
B -0.07 0.50 -1.11
C 0.06 -0.98 1.15
C -0.19 0.29 0.51
O -0.27 1.69 -1.75
O -0.31 -0.73 -1.91
O -0.33 1.32 1.33
H 0.50 -1.64 0.45
H 0.64 -1.01 2.08
H -0.82 -1.51 1.61
H 1.43 0.47 -0.57
H -0.75 1.62 -2.59
H -0.21 -1.32 -1.24
H 0.31 1.30 2.03
```

Results
highest occupied orbital energy = -0.3310 hartree
relative energy (zero: lowest compared OMol25 entry of this formula, charge and spin) = 103.54 kcal per mole
multiplicity = 1
frontier orbital gap = 8.8439 eV
LUMO level = -0.16 eV

***

(2)
DFT (the ωB97M-V functional and the def2-TZVPD basis) results for a molecular structure, C4H4MgNaO5.

```
15
Properties=species:S:1:pos:R:3
O -0.60 2.13 -0.24
O -0.40 0.23 0.85
C 1.45 -1.40 -0.29
C 2.86 -0.91 -0.11
O 2.87 0.49 -0.04
C -1.15 1.11 0.28
H 1.05 -2.13 0.41
H 0.94 -1.15 -1.23
H 3.47 -1.25 -0.96
H 3.29 -1.36 0.81
O -3.08 -0.32 0.26
O -3.40 1.83 -0.13
C -2.65 0.85 0.12
Mg 1.24 1.38 0.25
Na -5.88 0.51 0.02
```

Results
highest occupied orbital energy (spin up / spin down) = -0.2663 / -0.3155 hartree
relative energy (zero: lowest compared OMol25 entry of this formula, charge and spin) = 0.00 kcal per mole
multiplicity = 2
frontier orbital gap (spin up / spin down) = 5.6859 / 7.0220 eV
LUMO level (spin up / spin down) = -1.56 / -1.56 eV
expectation value of S² = 0.754

***

(3)
DFT (the ωB97M-V functional and the def2-TZVPD basis) results for 3 unconnected molecules or ions with the total composition C29H45F9N2O9S2.

```
96
Properties=species:S:1:pos:R:3
C 5.90 -2.18 1.26
C 6.29 -0.69 0.70
C 5.19 0.45 1.17
C 3.68 0.13 0.54
C 3.24 1.32 -0.49
C 1.90 2.18 0.01
C 0.58 1.91 -0.98
C 0.42 0.24 -0.98
N 0.30 -1.06 -0.85
C 0.77 2.47 -2.50
C 1.97 3.59 -2.68
N 2.91 4.47 -2.75
C 1.02 1.33 -3.65
C -0.40 0.68 -4.25
C -0.53 -0.93 -4.02
C -2.00 -1.18 -3.26
C -2.09 -2.60 -2.45
C -2.71 -2.50 -0.94
C -3.92 -1.40 -0.75
C -4.82 -1.62 0.62
C -4.32 -0.70 1.89
C -2.85 -1.13 2.50
O -2.79 -1.15 3.98
C -1.40 -1.57 4.32
C -0.82 2.43 -0.24
F -1.93 1.88 -1.10
F -0.96 1.76 1.07
C -1.02 4.05 -0.23
F -1.89 4.40 -1.42
F 0.21 4.86 -0.38
C -1.90 4.50 1.09
F -2.38 5.90 0.79
F -3.17 3.70 1.25
C -1.04 4.61 2.48
F 0.32 4.03 2.43
F -1.80 3.80 3.50
F -1.02 6.01 3.04
H 5.88 -2.15 2.44
H 6.68 -2.93 0.81
H 4.83 -2.55 0.92
H 6.33 -0.62 -0.49
H 7.32 -0.38 1.17
H 5.05 0.37 2.34
H 5.53 1.55 0.94
H 3.80 -0.86 -0.12
H 2.87 -0.10 1.36
H 4.12 2.11 -0.63
H 3.08 0.86 -1.58
H 1.64 1.74 1.08
H 2.20 3.31 0.08
H -0.24 3.04 -2.81
H 1.81 0.51 -3.38
H 1.48 1.91 -4.59
H -0.43 0.86 -5.43
H -1.28 1.32 -3.81
H -0.64 -1.45 -5.08
H 0.37 -1.44 -3.46
H -2.11 -0.24 -2.54
H -2.82 -1.08 -4.11
H -0.98 -3.00 -2.33
H -2.64 -3.39 -3.15
H -3.20 -3.56 -0.71
H -1.92 -2.30 -0.10
H -4.59 -1.28 -1.72
H -3.40 -0.33 -0.61
H -4.86 -2.77 0.92
H -5.94 -1.27 0.38
H -4.36 0.46 1.67
H -5.10 -0.86 2.78
H -2.65 -2.23 2.14
H -2.07 -0.34 2.12
H -0.62 -1.27 3.47
H -1.10 -1.06 5.35
H -1.31 -2.74 4.49
C -3.05 -2.16 7.80
C -4.47 -2.21 8.36
O -4.95 -3.52 8.06
S -3.69 -4.56 8.10
O -3.67 -5.20 9.39
O -3.67 -5.29 6.85
O -2.50 -3.45 8.06
H -3.06 -2.01 6.71
H -2.45 -1.38 8.27
H -5.12 -1.45 7.91
H -4.47 -2.09 9.44
C 4.39 0.12 -7.80
C 4.58 1.06 -6.61
O 3.29 1.20 -6.03
S 2.46 -0.19 -6.24
O 2.57 -0.97 -5.03
O 1.19 0.13 -6.86
O 3.43 -0.85 -7.37
H 3.97 0.65 -8.66
H 5.32 -0.37 -8.10
H 4.98 2.03 -6.91
H 5.24 0.61 -5.86
```

Results
highest occupied orbital energy = -0.3623 hartree
multiplicity = 1
frontier orbital gap = 9.1577 eV
LUMO level = -0.70 eV
structure (SMILES) = CCCCCC[C@](C#N)([C@@H](C#N)CCCCCCCCCCOC)C(F)(F)C(F)(F)C(F)(F)C(F)(F)F.O=S1(=O)OCCO1.O=S1(=O)OCCO1

***

Table of F_max (eV Å⁻¹), in record order: 4.95, 2.37, 12.73
Table of E (eV), in record order: -9005.696, -24312.149, -98319.312